[1]
47
Properties=species:S:1:pos:R:3:nbo_charge:R:1 method="wB97M-V/def2-TZVPD" de_lowest_kcal_mol=35.9 e_lumo_ev=1.82 homo_ha=-0.1480 molar_mass_g_mol=467.4 gap_ev=5.8 charge=-1 energy_ha=-1956.02514
C 2.059 -1.960 -3.348 -0.31
C 0.800 -1.395 -3.645 -0.22
C 0.412 -0.146 -3.152 -0.27
C 1.227 0.563 -2.234 0.04
C 0.716 1.593 -1.325 -0.50
C -0.595 2.261 -1.495 0.49
O -0.677 3.491 -1.337 -0.61
C -1.831 1.488 -1.872 -0.01
C -2.299 0.427 -1.105 -0.22
C -3.426 -0.307 -1.520 -0.21
C -4.141 0.035 -2.680 -0.23
C -3.699 1.148 -3.407 -0.22
C -2.577 1.891 -2.991 -0.22
C 1.656 2.612 -0.982 0.33
N 2.306 3.562 -0.756 -0.44
C 2.625 0.148 -2.265 -0.26
C 2.957 -1.174 -2.600 -0.23
H 2.404 -2.930 -3.766 0.20
H 0.086 -1.985 -4.227 0.20
H -0.551 0.255 -3.469 0.22
H -1.804 0.241 -0.144 0.22
H -3.753 -1.152 -0.914 0.21
H -5.045 -0.532 -2.967 0.21
H -4.261 1.432 -4.295 0.20
H -2.316 2.816 -3.506 0.23
H 3.473 0.755 -1.897 0.22
H 3.895 -1.629 -2.220 0.20
F -0.237 -0.927 8.069 -0.33
C 0.139 -0.774 6.772 0.82
F 1.359 -0.169 6.736 -0.32
F 0.314 -2.002 6.236 -0.31
S -1.118 0.202 5.916 0.44
N -0.355 -0.133 4.379 -0.64
C -0.579 -1.309 3.635 0.68
O -1.346 -2.216 3.897 -0.55
C 0.302 -1.142 2.437 -0.10
C 1.025 0.037 2.582 -0.16
C 1.850 0.552 1.596 -0.16
C 2.037 -0.243 0.482 -0.13
C 1.120 -1.283 0.209 -0.19
C 0.310 -1.830 1.225 -0.20
C 0.621 0.731 3.841 0.69
O 0.983 1.803 4.291 -0.53
H 2.319 1.533 1.666 0.25
H 2.906 0.025 -0.145 0.24
H 1.008 -1.636 -0.818 0.25
H -0.301 -2.724 1.109 0.23


[2]
56
Properties=species:S:1:pos:R:3:nbo_charge:R:1 method="wB97M-V/def2-TZVPD" de_lowest_kcal_mol=13.2 e_lumo_ev=3.96 homo_ha=-0.0632 molar_mass_g_mol=776.0 gap_ev=5.7 charge=-2 energy_ha=-5446.71662
Ru 0.441 -0.127 -0.234 0.42
Cl -4.601 5.438 0.034 -0.06
C -3.746 4.017 -0.529 -0.08
C -3.663 3.757 -1.891 -0.22
C -3.006 2.620 -2.306 -0.24
C -2.421 1.718 -1.403 0.36
O -1.926 0.603 -1.926 -0.58
C -2.474 2.013 -0.030 -0.08
C -1.926 1.239 1.079 0.12
N -0.896 0.466 1.133 -0.30
C -0.520 0.049 2.483 0.16
C -1.198 0.347 3.643 -0.23
C -0.742 -0.098 4.900 -0.22
C 0.406 -0.828 5.014 -0.20
C 1.153 -1.126 3.855 -0.11
C 2.376 -1.841 3.894 -0.15
C 3.065 -2.051 2.739 -0.24
C 2.546 -1.555 1.523 0.12
N 1.409 -0.907 1.467 -0.40
C 0.697 -0.680 2.602 0.24
C -3.169 3.165 0.382 -0.21
H -4.108 4.439 -2.604 0.21
H -2.910 2.369 -3.354 0.24
H -2.450 1.479 1.994 0.15
H -2.104 0.930 3.647 0.20
H -1.323 0.155 5.778 0.20
H 0.763 -1.172 5.977 0.20
H 2.747 -2.194 4.849 0.20
H 4.012 -2.573 2.722 0.22
H 3.080 -1.664 0.589 0.26
H -3.245 3.391 1.438 0.21
O 2.950 3.926 -0.122 -1.06
As 3.005 2.132 -0.235 2.45
O 4.221 1.563 0.690 -1.16
O 1.434 1.779 0.206 -1.18
C 3.352 2.014 -2.160 -0.43
C 3.426 3.230 -2.839 -0.20
C 3.693 3.287 -4.198 -0.23
C 3.886 2.114 -4.910 -0.22
C 3.798 0.899 -4.252 -0.22
C 3.536 0.841 -2.889 -0.19
S 3.393 -0.812 -2.199 2.43
O 3.052 -1.671 -3.310 -0.99
O 4.666 -1.118 -1.575 -1.00
O 2.333 -0.675 -1.186 -1.01
H 2.262 4.097 0.530 0.48
H 3.263 4.145 -2.289 0.24
H 3.734 4.248 -4.698 0.19
H 4.078 2.141 -5.976 0.19
H 3.888 -0.036 -4.787 0.24
S 0.118 0.498 -3.448 -0.18
C -0.446 0.428 -1.916 0.05
F -1.034 -2.400 0.786 -0.43
C -0.447 -1.962 -0.427 0.80
F -1.471 -2.153 -1.316 -0.38
F 0.418 -2.990 -0.709 -0.39


[3]
49
Properties=species:S:1:pos:R:3:nbo_charge:R:1 method="wB97M-V/def2-TZVPD" de_lowest_kcal_mol=0.0 e_lumo_ev=-6.22 homo_ha=-0.4804 molar_mass_g_mol=552.5 gap_ev=6.9 charge=+2 energy_ha=-4783.73995
Ca 0.137 1.517 0.538 1.82
Se -6.804 1.080 -3.016 1.09
N -5.588 2.342 -2.929 -0.60
C -4.610 1.895 -2.180 0.10
C -3.418 2.652 -1.869 -0.08
C -3.209 3.948 -2.355 -0.08
C -2.052 4.615 -2.020 -0.23
C -1.129 3.973 -1.203 0.06
N -1.308 2.743 -0.727 -0.63
C -2.439 2.073 -1.049 0.24
C -2.619 0.718 -0.517 0.13
N -1.647 0.206 0.271 -0.61
C -1.787 -1.020 0.770 0.07
C -2.899 -1.814 0.518 -0.23
C -3.900 -1.311 -0.282 -0.09
C -3.772 -0.024 -0.816 0.00
C -4.785 0.569 -1.659 0.07
N -5.901 -0.028 -1.998 -0.60
H -3.963 4.402 -2.985 0.26
H -1.859 5.616 -2.376 0.26
H -0.211 4.477 -0.920 0.21
H -0.982 -1.376 1.402 0.22
H -2.970 -2.802 0.950 0.25
H -4.790 -1.885 -0.504 0.26
N 3.515 -1.015 1.162 -0.58
C 3.853 -1.474 2.467 0.19
C 4.851 -2.418 2.620 -0.24
C 5.157 -2.895 3.889 -0.17
C 4.445 -2.447 4.987 -0.18
C 3.428 -1.511 4.828 -0.18
C 3.150 -1.014 3.570 -0.25
S 1.909 0.251 3.364 0.48
N 1.543 0.146 1.698 -0.84
C 2.334 -0.443 0.859 0.44
C 1.917 -0.530 -0.572 0.13
C 2.143 -1.698 -1.288 -0.22
C 1.782 -1.745 -2.627 -0.11
C 1.219 -0.619 -3.208 -0.22
C 0.988 0.490 -2.415 0.07
N 1.312 0.537 -1.118 -0.58
H 4.074 -1.383 0.410 0.42
H 5.392 -2.766 1.748 0.22
H 5.952 -3.618 4.006 0.24
H 4.677 -2.819 5.975 0.24
H 2.873 -1.156 5.686 0.24
H 2.571 -2.565 -0.803 0.25
H 1.938 -2.647 -3.204 0.25
H 0.957 -0.607 -4.257 0.26
H 0.527 1.381 -2.823 0.22


[4]
49
Properties=species:S:1:pos:R:3:mulliken_spin:R:1 method="wB97M-V/def2-TZVPD" de_lowest_kcal_mol=0.0 e_lumo_ev="-2.79 / -5.86" homo_ha="-0.3762 / -0.4083" molar_mass_g_mol=600.8 multiplicity=5 gap_ev="7.4 / 5.3" charge=+1 energy_ha=-2739.23781
Pd 0.507 0.560 -0.449 1.44
Cl -4.087 1.794 5.707 0.01
C -3.305 1.359 4.246 0.05
C -2.099 1.918 3.934 -0.01
C -1.428 1.580 2.740 0.14
N -0.282 2.135 2.405 0.30
C 0.737 1.676 1.741 -0.06
O 1.307 2.225 0.754 0.15
C 1.328 0.380 2.273 0.02
C 1.863 0.231 3.538 0.00
C 2.357 -1.018 3.887 -0.01
C 2.281 -2.060 2.974 0.00
C 1.732 -1.821 1.726 -0.02
N 1.270 -0.619 1.388 0.13
C -2.077 0.663 1.802 0.20
C -3.304 0.082 2.183 -0.03
C -3.906 0.410 3.368 0.11
Cl -5.394 -0.327 3.785 0.02
N -1.550 0.533 0.585 0.29
C -1.958 -0.322 -0.410 -0.03
O -2.250 -1.493 -0.305 0.09
C -2.000 0.422 -1.734 -0.02
C -3.075 0.288 -2.593 0.03
C -3.126 1.102 -3.715 -0.01
C -2.098 2.004 -3.944 0.02
C -1.038 2.049 -3.054 -0.01
N -0.996 1.279 -1.972 0.08
H -1.637 2.625 4.608 0.00
H 1.896 1.069 4.219 0.00
H 2.792 -1.176 4.864 0.00
H 2.637 -3.050 3.219 0.00
H 1.650 -2.599 0.978 0.00
H -3.771 -0.632 1.519 -0.01
H -3.847 -0.437 -2.376 0.00
H -3.961 1.036 -4.399 0.00
H -2.103 2.658 -4.804 0.00
H -0.206 2.724 -3.210 0.00
S 2.372 -0.345 -1.717 0.79
C 3.418 1.016 -1.867 0.03
C 2.939 2.341 -1.779 0.10
C 3.812 3.397 -1.905 -0.05
C 5.170 3.157 -2.108 0.16
C 5.652 1.854 -2.210 -0.05
C 4.787 0.787 -2.112 0.11
H 1.886 2.518 -1.624 0.02
H 3.445 4.412 -1.840 0.00
H 5.858 3.987 -2.198 0.01
H 6.707 1.680 -2.372 0.00
H 5.147 -0.229 -2.208 0.00


[5]
51
Properties=species:S:1:pos:R:3:mulliken_spin:R:1 method="wB97M-V/def2-TZVPD" e_lumo_ev="-0.76 / -0.57" homo_ha="-0.2881 / -0.2896" molar_mass_g_mol=718.1 multiplicity=2 gap_ev="7.1 / 7.3" energy_ha=-4537.54324
Cr -0.831 -0.153 -0.337 1.01
C 5.982 -0.372 -0.079 0.00
O 5.503 -0.537 1.250 0.00
C 4.174 -0.501 1.445 0.00
C 3.778 -0.691 2.801 0.01
C 2.462 -0.674 3.105 0.00
C 1.450 -0.474 2.114 0.01
C 0.088 -0.381 2.454 0.00
C -0.443 -0.488 3.853 0.00
O -0.822 -0.185 1.591 -0.01
C 1.869 -0.297 0.756 0.00
O 1.053 -0.115 -0.216 0.00
C 3.254 -0.305 0.452 0.00
H 7.063 -0.438 -0.016 0.00
H 5.694 0.603 -0.476 0.00
H 5.601 -1.163 -0.728 0.00
H 4.540 -0.846 3.551 0.00
H 2.177 -0.817 4.137 0.00
H 0.307 -0.630 4.622 0.00
H -1.144 -1.323 3.876 0.00
H -1.012 0.417 4.071 0.00
H 3.526 -0.169 -0.584 0.00
Cl -0.929 5.558 -4.139 0.00
C -0.923 3.910 -3.578 0.00
C -0.935 2.885 -4.475 0.00
C -0.928 1.533 -4.058 0.01
I -0.943 0.018 -5.469 0.00
C -0.905 1.213 -2.721 0.00
O -0.876 -0.008 -2.225 -0.02
C -0.901 2.300 -1.799 0.00
N -0.888 1.915 -0.491 -0.01
C -0.882 2.828 0.448 0.00
C -0.887 4.205 0.150 0.00
C -0.900 4.609 -1.154 0.00
C -0.908 3.645 -2.186 0.00
H -0.948 3.110 -5.533 0.00
H -0.874 2.474 1.472 0.00
H -0.881 4.923 0.957 0.00
H -0.906 5.661 -1.410 0.00
Cl -5.947 -5.007 0.255 0.00
C -4.454 -4.130 0.050 0.01
C -4.470 -2.752 0.011 0.00
C -3.263 -2.106 -0.155 0.00
Cl -3.243 -0.338 -0.220 -0.01
C -2.015 -2.731 -0.289 -0.01
O -0.895 -2.089 -0.458 0.00
C -2.074 -4.138 -0.237 0.01
Cl -0.588 -5.018 -0.379 0.00
C -3.259 -4.826 -0.073 0.00
H -5.395 -2.200 0.104 0.00
H -3.252 -5.907 -0.040 0.00


[6]
50
Properties=species:S:1:pos:R:3:mulliken_spin:R:1 method="wB97M-V/def2-TZVPD" e_lumo_ev="-0.76 / -1.51" homo_ha="-0.2391 / -0.2804" molar_mass_g_mol=767.3 multiplicity=5 gap_ev="5.7 / 6.1" energy_ha=-6677.12009
Pt 0.040 -0.107 0.054 0.95
O -3.851 0.900 -1.586 0.03
C -2.760 0.371 -1.005 0.02
O -1.704 0.287 -1.654 0.19
C -2.904 -0.103 0.347 0.23
C -4.138 -0.270 0.962 -0.08
C -4.201 -0.808 2.240 0.22
C -3.015 -1.178 2.873 -0.07
C -1.789 -1.011 2.240 0.17
N -1.730 -0.475 0.974 0.41
C -0.520 -1.420 2.834 0.00
O -0.511 -1.970 4.065 0.01
O 0.562 -1.318 2.260 0.10
H -3.604 1.187 -2.481 0.00
H -5.028 -0.002 0.416 -0.01
H -5.152 -0.954 2.727 0.02
H -3.066 -1.606 3.863 -0.02
H -1.363 -1.902 4.511 0.00
C -1.771 -3.156 -0.657 0.01
C -0.304 -3.276 -0.406 0.01
C 0.238 -4.547 -0.158 0.00
C 1.586 -4.701 0.006 0.01
C 2.426 -3.575 -0.089 0.00
C 3.831 -3.607 0.023 0.00
Br 4.729 -5.257 0.318 0.00
C 4.580 -2.461 -0.080 0.00
C 3.957 -1.237 -0.284 0.00
Br 4.985 0.343 -0.402 0.00
C 2.563 -1.102 -0.360 -0.03
O 2.003 0.047 -0.494 -0.02
C 1.800 -2.320 -0.294 0.01
N 0.460 -2.199 -0.445 0.02
H -2.107 -3.983 -1.279 0.00
H -1.999 -2.219 -1.155 0.00
H -2.332 -3.211 0.277 0.00
H -0.429 -5.395 -0.117 0.00
H 2.010 -5.675 0.194 0.00
H 5.653 -2.509 0.008 0.00
C -0.108 1.734 0.781 1.28
C 0.455 2.371 1.846 -0.12
C 1.562 1.770 2.535 0.23
C 2.124 2.378 3.625 -0.11
C 1.640 3.596 4.099 0.24
C 0.569 4.208 3.451 -0.11
C -0.009 3.626 2.350 0.32
H 1.930 0.819 2.173 0.06
H 2.954 1.900 4.127 0.00
H 2.094 4.061 4.960 0.02
H 0.186 5.151 3.820 0.00
H -0.844 4.100 1.857 0.01